No. 1
The following is a quantum chemistry calculation of C5H8O in the gas phase, from the Open Molecules 2025 dataset.

Bonds (Å) are listed after each position.
Element x y z (Å)
1 C -0.85 -1.63 -1.65  C2 1.205, H7 1.067
2 C -0.50 -0.66 -1.02  C1 1.205, C3 1.471
3 C -0.23 0.42 -0.06  C2 1.471, C4 1.536, C5 1.536, H8 1.098
4 C -1.10 0.13 1.17  C3 1.536, H9 1.096, H10 1.094, H11 1.094
5 C 1.26 0.53 0.30  C3 1.536, O6 1.409, H12 1.095, H13 1.102
6 O 2.05 0.96 -0.79  C5 1.409, H14 0.966
7 H -1.20 -2.49 -2.17  C1 1.067
8 H -0.52 1.38 -0.51  C3 1.098
9 H -0.84 -0.85 1.58  C4 1.096
10 H -2.15 0.09 0.87  C4 1.094
11 H -0.98 0.88 1.95  C4 1.094
12 H 1.38 1.29 1.07  C5 1.095
13 H 1.61 -0.43 0.71  C5 1.102
14 H 2.04 0.27 -1.46  O6 0.966

Computed properties:
* SMILES: C#C[C@@H](C)CO
* ΔE to the lowest compared entry with this formula, charge and spin: 2.112 eV
* net charge: 0
* calculated total energy: -7360.14331 eV
* highest occupied orbital energy: -10.053 eV
* spin multiplicity: 1
* orbital gap: 11.06 eV

From a Mulliken analysis of the wavefunction, the atomic charges in e read:
1 C 0.1617
2 C -0.9467
3 C 0.7381
4 C -1.4339
5 C -0.6997
6 O -0.5172
7 H 0.4361
8 H 0.1910
9 H 0.3366
10 H 0.3815
11 H 0.3849
12 H 0.3224
13 H 0.3135
14 H 0.3318

=====

No. 2
The following is a quantum chemistry calculation of 2 unconnected molecules or ions with the total composition C5H8O, from the Open Molecules 2025 dataset.

Bonds (Å) are listed after each position.
Element x y z (Å)
1 C -0.93 1.41 -0.15  C2 1.307, C5 1.503, H6 1.084
2 C -0.27 0.47 0.47  C1 1.307, C3 1.500, C5 1.496
3 C 1.16 0.02 0.54  C2 1.500, C4 1.591, H7 1.093, H8 1.095
4 C 1.17 0.25 -1.03  C3 1.591, C5 1.549, H9 1.095, H10 1.097
5 C -0.38 0.30 -1.01  C1 1.503, C2 1.496, C4 1.549, H11 1.090
6 H -1.14 2.48 -0.12  C1 1.084
7 H 1.24 -1.05 0.77  C3 1.093
8 H 1.84 0.59 1.18  C3 1.095
9 H 1.60 -0.58 -1.60  C4 1.095
10 H 1.65 1.19 -1.31  C4 1.097
11 H -1.00 -0.44 -1.51  C5 1.090
12 O -1.57 -1.91 1.40  H13 0.966, H14 0.966
13 H -1.71 -1.08 1.88  O12 0.966
14 H -1.69 -1.65 0.48  O12 0.966

Computed properties:
* SMILES: C1=C2CC[C@H]12.O
* ΔE to the lowest compared entry with this formula, charge and spin: 4.948 eV
* net charge: 0
* calculated total energy: -7357.30713 eV
* highest occupied orbital energy: -8.646 eV
* spin multiplicity: 1
* orbital gap: 9.30 eV

From a Mulliken analysis of the wavefunction, the atomic charges in e read:
1 C -0.4620
2 C -0.0316
3 C -0.3945
4 C -0.6394
5 C -0.2337
6 H 0.3469
7 H 0.1996
8 H 0.2934
9 H 0.2889
10 H 0.2427
11 H 0.3614
12 O -0.6559
13 H 0.3500
14 H 0.3342

=====

No. 3
The following is a quantum chemistry calculation of C5H8O in the gas phase in a non-equilibrium geometry, from the Open Molecules 2025 dataset.

Bonds (Å) are listed after each position.
Element x y z (Å)
1 C 1.60 -0.98 -1.28  C2 1.368, H7 1.091, H8 1.104
2 C 0.61 -0.08 -1.54  C1 1.368, C3 1.444, H9 1.070
3 C -0.39 0.34 -0.58  C2 1.444, O4 1.384, C5 1.353
4 O -1.14 1.37 -1.14  C3 1.384, H10 0.967
5 C -0.51 -0.31 0.59  C3 1.353, C6 1.507, H11 1.085
6 C -0.76 0.27 1.96  C5 1.507, H12 1.170, H13 1.086, H14 1.092
7 H 1.68 -1.56 -0.35  C1 1.091
8 H 2.23 -1.29 -2.13  C1 1.104
9 H 0.76 0.43 -2.46  C2 1.070
10 H -1.43 2.13 -0.62  O4 0.967
11 H -0.19 -1.35 0.63  C5 1.085
12 H -1.70 -0.26 2.41  C6 1.170
13 H -0.88 1.35 2.00  C6 1.086
14 H 0.12 -0.05 2.51  C6 1.092

Computed properties:
* SMILES: C=C/C(O)=C/C
* ΔE to the lowest compared entry with this formula, charge and spin: 2.463 eV
* net charge: 0
* calculated total energy: -7359.79237 eV
* highest occupied orbital energy: -7.969 eV
* spin multiplicity: 1
* orbital gap: 8.67 eV

From a Mulliken analysis of the wavefunction, the atomic charges in e read:
1 C -0.7937
2 C -0.2622
3 C 0.6516
4 O -0.5003
5 C -0.4228
6 C -0.9789
7 H 0.2489
8 H 0.2397
9 H 0.3181
10 H 0.3104
11 H 0.3462
12 H 0.2294
13 H 0.3521
14 H 0.2614